No. 1
Molecular formula: C2H3NS
Method: DFT, ωB97M-V with the def2-TZVPD basis set

CARTESIAN COORDINATES (ANGSTROEM)
C 0.7461 -0.0992 -0.0725
C 0.6593 1.2442 -0.0185
N -0.4214 -0.7919 0.0500
S -1.9460 0.2216 -0.0384
H 1.5675 -0.7846 -0.1887
H 0.0648 1.9629 0.5691
H -0.6703 -1.7529 -0.3010

Output
Orbital gap (alpha / beta) = 6.5 / 8.2 eV
Max |F| = 5.164 eV Å⁻¹
E_HOMO (alpha / beta) = -8.489 / -8.722 eV

---

No. 2
Molecular formula: C18H19FN2O3S2
Method: DFT, ωB97M-V with the def2-TZVPD basis set

CARTESIAN COORDINATES (ANGSTROEM)
O -1.8848 -2.3009 -0.3313
C -1.1201 -1.6143 -0.9873
C -0.8892 -1.9271 -2.4559
S -1.3828 -0.5881 -3.5962
C -3.1488 -0.7068 -3.6934
C -3.7458 0.0008 -4.7322
C -5.1175 -0.0273 -4.8853
C -5.9001 -0.7639 -4.0098
C -5.3001 -1.4621 -2.9772
C -3.9256 -1.4358 -2.8068
N -0.4743 -0.5550 -0.4600
C 0.5869 0.2158 -1.0655
C 1.9084 -0.1150 -0.3594
N 1.8094 0.1124 1.0671
S 1.9964 1.7139 1.5578
O 0.7474 2.2588 1.9990
O 2.7393 2.4022 0.5480
C 3.0632 1.5022 2.9926
C 3.6531 0.2931 3.3093
C 4.4828 0.1957 4.4150
C 4.7278 1.3101 5.2020
C 4.1520 2.5291 4.8881
C 3.3249 2.6100 3.7795
F 2.7733 3.7865 3.4612
C 0.6850 -0.5672 1.6822
C -0.6273 -0.2656 0.9527
H -1.4570 -2.8209 -2.7143
H 0.1669 -2.1022 -2.6627
H -3.1243 0.5665 -5.4101
H -5.5760 0.5240 -5.6928
H -6.9725 -0.7897 -4.1313
H -5.9022 -2.0333 -2.2862
H -3.4883 -1.9753 -1.9830
H 0.6624 0.0243 -2.1334
H 0.3714 1.2799 -0.9165
H 2.7064 0.5264 -0.7313
H 2.1728 -1.1662 -0.5177
H 3.4568 -0.5607 2.6817
H 4.9398 -0.7502 4.6608
H 5.3745 1.2326 6.0625
H 4.3340 3.4116 5.4804
H 0.6213 -0.2311 2.7170
H 0.8865 -1.6436 1.6610
H -1.4354 -0.8866 1.3419
H -0.8707 0.7928 1.0796

Output
Orbital gap = 8.8 eV
Max |F| = 1.183 eV Å⁻¹
E_HOMO = -8.223 eV
SMILES string = O=C(CSc1ccccc1)N1CCN(S(=O)(=O)c2ccccc2F)CC1

---

No. 3
Molecular formula: C7H17BrOSi
Method: DFT, ωB97M-V with the def2-TZVPD basis set

CARTESIAN COORDINATES (ANGSTROEM)
C -0.9937 3.6018 0.2554
C -0.3941 2.2854 -0.2755
O -1.0851 1.1831 -0.0599
Si -0.8358 -0.3897 0.3831
C -2.1745 -1.2515 -0.7252
Br -3.9525 -0.6044 -0.2269
C 0.9131 -1.1116 0.1476
C 0.8212 -2.6433 0.4976
C 1.2487 -1.0884 -1.3221
C 1.9530 -0.3437 1.1114
H -2.0732 3.6722 -0.0590
H -0.9892 3.7004 1.4041
H -0.2841 4.2687 0.0018
H 0.6633 2.1193 0.1686
H -0.2239 2.3354 -1.3997
H -1.3972 -0.2683 1.8268
H -2.0043 -0.8699 -1.7356
H -2.0770 -2.2785 -0.8682
H 0.3346 -2.6212 1.4406
H 0.2174 -3.1255 -0.3125
H 1.8581 -2.9678 0.6896
H 1.3944 -0.0330 -1.5868
H 0.3159 -1.6214 -1.6755
H 2.1294 -1.6834 -1.5976
H 1.7600 0.7081 0.9945
H 1.8593 -0.5181 2.1272
H 3.0164 -0.4546 0.7962

Output
Orbital gap = 10.2 eV
Max |F| = 4.834 eV Å⁻¹
E_HOMO = -9.534 eV
SMILES string = CCO[Si@@H](CBr)C(C)(C)C

---

No. 4
Molecular formula: C4H8NO4PS
Method: DFT, ωB97M-V with the def2-TZVPD basis set

CARTESIAN COORDINATES (ANGSTROEM)
C -2.3200 1.3247 -0.0573
C -0.0281 1.8777 0.2837
C 0.3360 0.5669 -0.5551
C 1.2256 -0.2612 0.3871
N -0.8482 -0.0701 -1.0198
O -3.3103 1.4079 -0.7619
O -1.3224 2.2143 -0.0760
O -1.1624 -2.4120 0.4388
O -2.9704 -1.5229 -0.9741
P -1.7794 -0.9677 -0.1152
S -2.5872 0.2328 1.3208
H 0.0696 1.5686 1.4067
H 0.5191 2.7755 0.1481
H 0.9803 0.9184 -1.3712
H 1.9766 0.4355 0.7874
H 1.3436 -1.1211 -0.2931
H 0.6431 -0.7176 1.1336
H -1.9661 -2.9441 0.5861
H -3.6545 -0.8572 -1.1948

Output
Orbital gap = 9.6 eV
Max |F| = 3.198 eV Å⁻¹
E_HOMO = -9.308 eV

---

No. 5
Molecular formula: C4H12NS2
Method: DFT, ωB97M-V with the def2-TZVPD basis set

CARTESIAN COORDINATES (ANGSTROEM)
C 0.1955 2.0181 -0.9694
C -1.3772 1.3636 0.7988
C 2.4951 -1.8206 0.3274
C 0.5575 0.0399 0.2997
N -0.1635 1.0923 0.0753
S -2.1605 -1.7853 -0.2517
S 1.9459 -0.3545 -0.5860
H 1.2509 2.2876 -0.8897
H 0.0354 1.5703 -1.9529
H -0.4114 2.9170 -0.8896
H -1.3059 2.3328 1.2971
H -2.2124 1.3940 0.0981
H -1.5647 0.5915 1.5427
H 2.8988 -1.5202 1.2908
H 3.2759 -2.2859 -0.2722
H 1.6625 -2.5115 0.4453
H 0.2568 -0.6255 1.1003
H -1.9063 -2.7637 -1.1140
H -3.4726 -1.9398 -0.3502

Output
Orbital gap = 9.3 eV
Max |F| = 0.967 eV Å⁻¹
Charge = +1
E_HOMO = -13.300 eV

---

No. 6
Molecular formula: C5H12O3
Method: DFT, ωB97M-V with the def2-TZVPD basis set

CARTESIAN COORDINATES (ANGSTROEM)
C -0.3779 0.8324 -0.6196
C 1.0168 0.6789 -1.1886
C -1.4918 0.5933 -1.6103
C -0.9104 -0.6441 0.6726
O -0.4902 -1.7938 0.0673
O -2.0150 -0.4593 1.1250
H 0.4383 -1.9644 0.3059
H -0.5224 1.7679 -0.0721
H -2.4652 0.6321 -1.1222
H -1.4660 1.3606 -2.3919
H 1.1612 -0.3313 -1.5792
H 1.7998 0.8875 -0.4524
H 1.1754 1.3752 -2.0191
H -1.3828 -0.3816 -2.0896
C 0.6076 -0.4259 2.0636
O 1.6826 -1.2501 1.6837
H 2.3900 -0.7149 1.3072
H -0.0046 -0.9297 2.8042
H 0.8924 0.5812 2.3790
H -0.0379 0.1861 0.7363

Output
Orbital gap = 8.2 eV
Max |F| = 0.698 eV Å⁻¹
E_HOMO = -7.808 eV

---

No. 7
Molecular formula: CH2N5
Method: DFT, ωB97M-V with the def2-TZVPD basis set

CARTESIAN COORDINATES (ANGSTROEM)
C -0.0893 -0.1835 -0.0454
N 0.6719 -1.2415 -0.3277
N 0.5826 0.9424 0.0881
N 1.9245 -0.7173 -0.3209
N 1.8591 0.5356 -0.0769
N -1.4451 -0.0600 0.2565
H -2.0983 0.0270 -0.5498
H -1.4055 0.6973 0.9760

Output
Orbital gap = 8.8 eV
Max |F| = 1.955 eV Å⁻¹
Charge = -1
E_HOMO = -4.128 eV

---

No. 8
Molecular formula: C2H6Se
Method: DFT, ωB97M-V with the def2-TZVPD basis set

CARTESIAN COORDINATES (ANGSTROEM)
C -0.5840 0.7561 0.8084
C 0.2792 0.3554 -0.3679
Se 2.2275 -0.0907 -0.0116
H -1.6187 0.9010 0.3504
H -0.6293 0.0490 1.5421
H -0.2195 1.7019 1.2602
H 0.4928 1.1814 -1.1656
H -0.0959 -0.5178 -0.9246
H 2.9213 2.5440 -0.2719

Output
Orbital gap (alpha / beta) = 9.3 / 6.7 eV
Max |F| = 3.921 eV Å⁻¹
Multiplicity = 3
E_HOMO (alpha / beta) = -8.422 / -8.659 eV
<S²> = 2.006

---

No. 9
Molecular formula: C6H8N4
Method: DFT, ωB97M-V with the def2-TZVPD basis set

CARTESIAN COORDINATES (ANGSTROEM)
C 0.3601 1.9996 0.0096
C -1.7374 -1.1920 0.6143
C -0.8099 1.3696 -0.1175
C -2.5875 -0.2939 -0.2011
C 0.2649 -0.6988 -0.3104
C 2.7861 -0.5107 0.1817
N 1.4841 1.3449 -0.1759
N -0.4419 -1.2010 0.6946
N -1.9763 1.0433 -0.3072
N 1.4440 0.0814 -0.1067
H 0.4584 3.0938 -0.1326
H -2.1644 -1.7102 1.4118
H -2.9106 -0.7131 -1.1242
H -3.5179 -0.2580 0.3470
H 0.0822 -0.5057 -1.3798
H 2.8189 -0.5810 1.2746
H 2.8661 -1.4189 -0.3422
H 3.5811 0.1506 -0.3360

Output
Orbital gap (alpha / beta) = 7.2 / 7.2 eV
Max |F| = 5.574 eV Å⁻¹
E_HOMO (alpha / beta) = -6.953 / -6.954 eV